(1)
{"formula": "CH5O2P", "method": "the ωB97M-V functional and the def2-TZVPD basis", "mol_weight_g_mol": 80.0, "orbital_gap_ev": 9.3, "e_above_lowest_kcal_mol": 28.7, "total_energy_ha": -532.88317, "smiles": "OCPO", "species": ["O", "C", "P", "O", "H", "H", "H", "H", "H"], "xyz": [[-0.037, -1.408, 0.849], [-0.117, 0.075, 1.067], [-0.570, 0.951, -0.584], [0.474, 0.348, -1.645], [0.536, -1.714, 0.153], [0.982, 0.580, 1.314], [-0.925, 0.097, 1.810], [-1.581, 0.113, -1.261], [1.238, 0.956, -1.703]]}

=====

(2)
{"formula": "CH5O2PS", "method": "the ωB97M-V functional and the def2-TZVPD basis", "mol_weight_g_mol": 112.1, "orbital_gap_ev": 9.2, "e_above_lowest_kcal_mol": 49.7, "total_energy_ha": -931.08587, "smiles": "OC(O)SP", "species": ["O", "C", "O", "S", "P", "H", "H", "H", "H", "H"], "xyz": [[0.999, 0.580, 0.381], [0.844, -0.691, -0.113], [1.464, -0.951, -1.279], [-1.218, -0.774, -0.384], [-1.545, 0.640, 1.112], [1.904, 0.889, 0.243], [1.058, -1.484, 0.606], [1.124, -0.369, -1.978], [-1.711, 1.758, 0.287], [-2.920, 0.401, 1.124]]}

=====

(3)
{"formula": "CH5O2PS", "method": "the ωB97M-V functional and the def2-TZVPD basis", "mol_weight_g_mol": 112.1, "spin_multiplicity": 3, "orbital_gap_ev": [6.3, 6.5], "e_above_lowest_kcal_mol": 29.1, "total_energy_ha": -930.98937, "species": ["C", "O", "O", "P", "S", "H", "H", "H", "H", "H"], "xyz": [[1.343, 0.642, 0.412], [-1.306, -1.454, -1.384], [-0.560, -1.760, 0.955], [-1.635, -1.104, 0.251], [-0.179, 1.332, -0.223], [1.345, -0.369, -0.143], [1.134, 0.213, 1.471], [2.225, 1.215, 0.164], [-1.906, -1.044, -2.152], [-0.461, 2.330, 0.649]]}

=====

(4)
{"formula": "CH5O3", "method": "the ωB97M-V functional and the def2-TZVPD basis", "mol_weight_g_mol": 65.0, "charge": 1, "orbital_gap_ev": 11.9, "e_above_lowest_kcal_mol": 63.4, "total_energy_ha": -266.45051, "species": ["O", "H", "H", "H", "O", "C", "O", "H", "H"], "xyz": [[1.698, -0.828, 0.989], [2.143, -1.147, 1.787], [0.825, -0.468, 1.199], [1.349, -0.648, -0.476], [0.298, 0.333, -0.467], [-0.833, 0.765, -0.701], [-1.886, 0.286, -0.102], [-0.954, 1.519, -1.518], [-2.639, 0.189, -0.711]]}

=====

(5)
{"formula": "CH5O3PS", "method": "the ωB97M-V functional and the def2-TZVPD basis", "mol_weight_g_mol": 128.1, "orbital_gap_ev": 9.5, "e_above_lowest_kcal_mol": 41.7, "total_energy_ha": -1006.38750, "smiles": "O=P(O)=S.CO", "species": ["O", "P", "O", "S", "H", "C", "O", "H", "H", "H", "H"], "xyz": [[-3.121, -3.619, -1.642], [-2.492, -2.303, -1.472], [-1.759, -2.189, -0.057], [-1.961, -0.927, -2.731], [-1.273, -1.338, 0.041], [0.276, 0.485, -0.235], [-0.423, -0.144, 0.837], [-0.191, 1.350, -0.635], [0.604, -0.062, -1.153], [1.223, 1.093, 0.126], [0.321, -0.366, 1.375]]}

=====

(6)
{"formula": "CH5O4", "method": "the ωB97M-V functional and the def2-TZVPD basis", "mol_weight_g_mol": 81.0, "charge": -1, "orbital_gap_ev": 7.9, "e_above_lowest_kcal_mol": 17.6, "total_energy_ha": -342.12663, "species": ["O", "C", "O", "H", "H", "H", "O", "H", "H", "O"], "xyz": [[-1.408, 1.117, 0.333], [-1.194, 0.806, 1.522], [-0.145, 0.866, 2.187], [-2.165, 0.424, 1.978], [1.012, -3.885, -0.677], [0.611, -3.377, -2.065], [1.083, -4.084, -1.608], [1.196, 3.352, -0.397], [0.316, 2.054, -0.342], [0.694, 2.727, -0.931]]}

=====

(7)
{"formula": "CH5O6PSi", "method": "the ωB97M-V functional and the def2-TZVPD basis", "mol_weight_g_mol": 172.1, "charge": -2, "orbital_gap_ev": 8.4, "e_above_lowest_kcal_mol": 9.4, "total_energy_ha": -1123.62781, "species": ["C", "O", "O", "O", "O", "O", "O", "Si", "P", "H", "H", "H", "H", "H"], "xyz": [[-0.254, -0.119, 0.078], [-2.495, -1.595, 0.875], [-2.572, 0.972, 0.915], [-2.755, -0.264, -1.333], [3.773, -1.745, 0.321], [3.338, 0.893, 1.067], [2.895, 0.235, -1.470], [3.388, -0.296, 0.084], [-2.127, -0.403, 0.055], [0.065, 0.521, -0.744], [0.250, -1.080, 0.295], [-2.417, 1.409, 0.085], [-0.161, 0.513, 1.048], [2.301, -0.297, -1.977]]}

=====

(8)
{"formula": "CH5OPS", "method": "the ωB97M-V functional and the def2-TZVPD basis", "mol_weight_g_mol": 96.1, "orbital_gap_ev": [8.5, 6.2], "e_above_lowest_kcal_mol": 70.5, "total_energy_ha": -855.78808, "species": ["C", "O", "P", "S", "H", "H", "H", "H", "H"], "xyz": [[0.106, -2.086, -0.154], [0.728, 2.579, -0.004], [-0.893, 2.502, 0.052], [-1.316, -1.057, 0.225], [0.133, -2.284, -1.223], [0.000, -3.022, 0.391], [1.014, -1.577, 0.159], [1.113, 2.751, -0.867], [-0.884, 2.193, 1.421]]}

=====

(9)
{"formula": "CH5OPS", "method": "the ωB97M-V functional and the def2-TZVPD basis", "mol_weight_g_mol": 96.1, "orbital_gap_ev": [7.5, 7.9], "e_above_lowest_kcal_mol": 91.7, "total_energy_ha": -855.75426, "species": ["C", "O", "P", "S", "H", "H", "H", "H", "H"], "xyz": [[-0.506, 0.906, 1.606], [-0.159, 0.649, 0.332], [0.967, -0.169, -0.540], [2.413, -1.013, 0.848], [-1.488, 1.241, 1.669], [0.058, 0.597, 2.484], [-2.144, -0.044, -3.385], [-1.796, -0.395, -2.837], [2.655, -1.772, -0.175]]}

=====

(10)
{"formula": "CH5OS", "method": "the ωB97M-V functional and the def2-TZVPD basis", "mol_weight_g_mol": 65.1, "charge": -1, "orbital_gap_ev": 6.9, "e_above_lowest_kcal_mol": 8.9, "total_energy_ha": -514.54262, "species": ["S", "H", "C", "O", "H", "H", "H", "H"], "xyz": [[-1.636, -1.771, -0.659], [-1.649, -2.086, -1.965], [0.592, 0.539, 0.814], [0.890, 1.239, -0.425], [1.109, -0.410, 0.849], [0.948, 1.207, 1.591], [-0.486, 0.387, 0.840], [0.231, 0.897, -1.045]]}

=====

(11)
{"formula": "CH5OS", "method": "the ωB97M-V functional and the def2-TZVPD basis", "mol_weight_g_mol": 65.1, "charge": -1, "orbital_gap_ev": 6.6, "e_above_lowest_kcal_mol": 11.4, "total_energy_ha": -514.53866, "species": ["C", "S", "H", "H", "H", "H", "H", "O"], "xyz": [[0.326, -1.185, 0.209], [-1.144, -0.627, 1.205], [0.211, -2.196, 0.162], [0.076, -0.695, -0.687], [1.298, -0.917, 0.611], [0.504, 1.968, -0.545], [-0.871, 1.693, -0.087], [-0.401, 1.959, -0.868]]}

=====

(12)
{"formula": "CH5PS", "method": "the ωB97M-V functional and the def2-TZVPD basis", "mol_weight_g_mol": 80.1, "orbital_gap_ev": [6.8, 8.6], "e_above_lowest_kcal_mol": 72.3, "total_energy_ha": -780.50739, "species": ["C", "P", "S", "H", "H", "H", "H", "H"], "xyz": [[-1.053, 0.842, 0.022], [1.631, -0.481, -0.078], [3.364, 0.429, 0.038], [-1.255, -0.098, 0.510], [-0.579, 1.435, 0.774], [-1.117, 1.325, -0.965], [1.767, -1.685, -0.806], [1.468, -1.186, 1.155]]}

=====

(13)
{"formula": "CH5PS", "method": "the ωB97M-V functional and the def2-TZVPD basis", "mol_weight_g_mol": 80.1, "orbital_gap_ev": [8.4, 7.0], "e_above_lowest_kcal_mol": 80.6, "total_energy_ha": -780.49407, "species": ["C", "P", "S", "H", "H", "H", "H", "H"], "xyz": [[-1.233, -0.608, 0.830], [-0.244, 2.139, -0.107], [-0.266, -1.900, 1.446], [-2.243, -0.889, 0.484], [-1.323, 0.280, 1.456], [-0.397, 2.991, 1.061], [-1.518, 2.458, -0.527], [-0.638, -2.804, 0.590]]}

=====

(14)
{"formula": "CH5S3", "method": "the ωB97M-V functional and the def2-TZVPD basis", "mol_weight_g_mol": 113.3, "charge": -1, "orbital_gap_ev": 6.7, "e_above_lowest_kcal_mol": 9.3, "total_energy_ha": -1235.69226, "species": ["S", "H", "C", "S", "S", "H", "H", "H", "H"], "xyz": [[-2.656, -0.512, -0.025], [-2.523, 0.807, -0.449], [1.328, 0.124, -0.583], [1.006, -1.189, 0.546], [-0.120, -0.105, 2.079], [2.114, 0.804, -0.181], [0.516, 0.809, -0.862], [1.784, -0.275, -1.440], [-1.449, -0.462, 0.916]]}

=====

(15)
{"formula": "CH6BN", "method": "the ωB97M-V functional and the def2-TZVPD basis", "mol_weight_g_mol": 42.9, "orbital_gap_ev": 10.3, "e_above_lowest_kcal_mol": 38.3, "total_energy_ha": -121.28342, "species": ["B", "C", "N", "H", "H", "H", "H", "H", "H"], "xyz": [[0.205, -0.455, 0.020], [-1.227, 0.174, 0.012], [1.370, 0.265, -0.056], [0.728, -2.133, 0.144], [-1.146, 1.260, -0.061], [-1.775, -0.053, 0.927], [-1.841, -0.167, -0.818], [2.280, -0.163, -0.044], [1.408, 1.273, -0.124]]}

=====

(16)
{"formula": "CH6BN", "method": "the ωB97M-V functional and the def2-TZVPD basis", "mol_weight_g_mol": 42.9, "spin_multiplicity": 3, "orbital_gap_ev": [6.1, 10.3], "e_above_lowest_kcal_mol": 0.0, "total_energy_ha": -121.12466, "species": ["B", "C", "N", "H", "H", "H", "H", "H", "H"], "xyz": [[0.208, -0.273, 0.090], [0.052, 1.048, -0.636], [-0.570, -1.056, 0.929], [2.176, -1.132, -0.631], [-0.958, 1.500, -0.380], [0.087, 0.726, -1.763], [0.814, 1.780, -0.295], [-0.394, -1.980, 1.361], [-1.416, -0.613, 1.326]]}

=====

(17)
{"formula": "CH6BrPSi2", "method": "the ωB97M-V functional and the def2-TZVPD basis", "mol_weight_g_mol": 185.1, "orbital_gap_ev": [7.1, 6.8], "e_above_lowest_kcal_mol": 41.8, "total_energy_ha": -3535.92688, "species": ["C", "Si", "Si", "P", "Br", "H", "H", "H", "H", "H", "H"], "xyz": [[0.662, 0.147, -0.653], [1.688, 0.811, 0.690], [-0.830, -0.962, -0.507], [-2.974, -0.812, 0.532], [-3.582, 1.207, -0.077], [0.710, 0.687, 1.921], [2.891, -0.164, 0.973], [2.345, 2.060, 0.439], [-0.469, -2.028, 0.390], [0.769, 0.331, -1.769], [-1.210, -1.279, -1.938]]}

=====

(18)
{"formula": "CH6Cl2OSi2", "method": "the ωB97M-V functional and the def2-TZVPD basis", "mol_weight_g_mol": 161.1, "orbital_gap_ev": 10.0, "e_above_lowest_kcal_mol": 41.9, "total_energy_ha": -1616.41479, "species": ["C", "O", "Si", "Si", "Cl", "Cl", "H", "H", "H", "H", "H", "H"], "xyz": [[1.917, -0.763, 0.829], [-0.575, 1.095, -0.062], [-2.014, 0.781, -0.653], [1.611, 0.652, -0.385], [1.691, 0.196, -2.312], [2.332, 2.427, 0.085], [1.044, -0.924, 1.456], [2.130, -1.694, 0.309], [2.764, -0.543, 1.478], [-2.912, 1.556, 0.211], [-2.321, -0.658, -0.578], [-2.147, 1.207, -2.053]]}

=====

(19)
{"formula": "CH6N", "method": "the ωB97M-V functional and the def2-TZVPD basis", "mol_weight_g_mol": 32.1, "charge": 1, "orbital_gap_ev": 15.6, "e_above_lowest_kcal_mol": 15.3, "total_energy_ha": -96.16422, "smiles": "C[NH3+]", "species": ["C", "N", "H", "H", "H", "H", "H", "H"], "xyz": [[-0.313, -0.469, -0.460], [0.270, 0.551, 0.525], [-0.239, -0.184, -1.418], [0.325, -1.284, -0.378], [-1.338, -0.718, -0.267], [0.074, 0.160, 1.407], [-0.107, 1.428, 0.137], [1.328, 0.517, 0.454]]}

=====

(20)
{"formula": "CH6N2", "method": "the ωB97M-V functional and the def2-TZVPD basis", "mol_weight_g_mol": 46.1, "orbital_gap_ev": 10.2, "e_above_lowest_kcal_mol": 39.4, "total_energy_ha": -151.13621, "smiles": "CNN", "species": ["C", "N", "N", "H", "H", "H", "H", "H", "H"], "xyz": [[0.592, 0.117, -0.910], [0.190, -0.564, 0.328], [-0.393, 0.331, 1.294], [0.909, 1.093, -0.669], [1.525, -0.373, -1.275], [-0.099, 0.186, -1.713], [-0.713, -1.167, 0.078], [-0.679, -0.247, 2.038], [-1.332, 0.625, 0.830]]}

=====

Calculated values (eV/Å) of max |F| for the records, taken in order: 3.40 2.83 4.68 3.33 3.98 0.91 2.84 0.82 1.66 1.42 2.86 1.49 1.58 2.49 3.64 2.28 2.71 5.36 3.94 4.05.